The following is a quantum chemistry calculation of a 5-piece molecular cluster, C29H72FN5O9S3 overall, from OMol25.

Cartesian coordinates (Å):
F: -5.712 -1.735 -2.745
C: -5.012 -0.532 -2.884
C: -3.525 -0.760 -2.733
C: -3.123 -1.426 -1.411
O: -2.432 -2.618 -1.766
C: -1.893 -3.403 -0.737
S: -3.066 -4.028 0.509
C: -2.272 -0.529 -0.498
S: -3.259 0.914 0.086
N: -1.050 -0.115 -1.155
S: 0.193 0.415 -0.096
H: -5.246 -0.137 -3.875
H: -5.395 0.152 -2.125
H: -3.059 0.226 -2.838
H: -3.146 -1.377 -3.548
H: -4.030 -1.693 -0.854
H: -1.050 -2.910 -0.246
H: -1.532 -4.312 -1.221
H: -3.342 -2.847 1.089
H: -1.979 -1.083 0.394
H: -3.851 0.287 1.116
H: -1.227 0.602 -1.849
H: 1.148 -0.381 -0.613
C: 2.219 2.953 4.131
O: 2.392 2.554 2.789
C: 1.792 3.423 1.832
C: 2.851 4.116 1.001
N: 3.590 5.072 1.806
C: 4.743 5.679 1.158
C: 5.899 4.764 0.768
O: 6.575 4.199 1.877
C: 6.059 2.970 2.347
H: 2.592 2.146 4.760
H: 2.763 3.875 4.366
H: 1.164 3.132 4.364
H: 1.166 4.166 2.336
H: 1.165 2.811 1.181
H: 2.361 4.653 0.182
H: 3.482 3.338 0.547
H: 3.885 4.625 2.666
H: 5.139 6.448 1.828
H: 4.397 6.193 0.253
H: 6.638 5.366 0.235
H: 5.571 3.967 0.089
H: 5.662 2.363 1.527
H: 5.263 3.099 3.086
H: 6.880 2.430 2.818
C: -4.800 -4.562 -3.190
O: -4.389 -5.908 -3.360
C: -4.593 -6.727 -2.216
C: -5.611 -7.809 -2.510
N: -6.927 -7.232 -2.717
C: -7.956 -8.168 -3.142
C: -7.770 -8.864 -4.486
O: -7.833 -7.988 -5.597
C: -6.604 -7.411 -5.989
H: -4.478 -4.014 -4.074
H: -5.887 -4.464 -3.094
H: -4.335 -4.115 -2.309
H: -4.925 -6.117 -1.370
H: -3.639 -7.194 -1.953
H: -5.655 -8.494 -1.656
H: -5.244 -8.388 -3.370
H: -6.857 -6.474 -3.384
H: -8.906 -7.629 -3.173
H: -8.055 -8.943 -2.373
H: -8.592 -9.574 -4.611
H: -6.835 -9.436 -4.519
H: -5.770 -8.104 -5.834
H: -6.377 -6.487 -5.448
H: -6.675 -7.180 -7.051
C: 1.271 0.131 -3.866
O: 1.396 -0.981 -3.009
C: 0.502 -2.055 -3.296
C: 1.260 -3.272 -3.775
N: 1.884 -3.023 -5.063
C: 2.718 -4.103 -5.569
C: 3.948 -4.489 -4.754
O: 4.938 -3.477 -4.702
C: 4.820 -2.563 -3.631
H: 1.906 0.920 -3.467
H: 1.582 -0.094 -4.893
H: 0.237 0.493 -3.903
H: -0.226 -1.740 -4.051
H: -0.047 -2.288 -2.384
H: 0.550 -4.100 -3.881
H: 1.974 -3.557 -2.989
H: 2.427 -2.171 -5.009
H: 3.053 -3.824 -6.570
H: 2.093 -4.997 -5.680
H: 4.415 -5.349 -5.242
H: 3.680 -4.796 -3.736
H: 4.436 -3.053 -2.730
H: 4.162 -1.720 -3.863
H: 5.816 -2.175 -3.422
C: 2.638 5.806 9.715
O: 2.210 7.026 9.150
C: 3.266 7.895 8.757
C: 3.252 8.102 7.258
N: 3.573 6.865 6.568
C: 3.479 6.923 5.117
C: 2.116 7.208 4.496
O: 1.158 6.182 4.712
C: 0.423 6.274 5.915
H: 1.747 5.278 10.050
H: 3.175 5.179 8.994
H: 3.295 5.971 10.576
H: 4.230 7.480 9.068
H: 3.124 8.856 9.258
H: 4.004 8.856 7.001
H: 2.272 8.516 6.983
H: 2.976 6.127 6.919
H: 3.830 5.967 4.720
H: 4.178 7.686 4.756
H: 2.259 7.266 3.415
H: 1.699 8.166 4.833
H: 0.264 7.316 6.209
H: 0.909 5.759 6.749
H: -0.547 5.807 5.743

Values from the calculation:
LUMO level, eV: 0.276
HOMO-LUMO gap, Ha: 0.3215
Calculated total energy, eV: -92335.511